Below is a cluster of 12 separate species, C27H24Cl44N3O4PS2 in total at a distorted geometry, with properties calculated with the ωB97M-V functional and the def2-TZVPD basis.

## Properties
Energy relative to the best compared isomer or geometry (same formula, charge and spin) in kcal per mole: 393.5
E_HOMO in eV: -8.91
SMILES: NCCCCc1cc2ncc(S)nc2c([PH2]=O)c1CCCCS(=O)(=O)O.ClC(Cl)(Cl)Cl.ClC(Cl)(Cl)Cl.ClC(Cl)(Cl)Cl.ClC(Cl)(Cl)Cl.ClC(Cl)(Cl)Cl.ClC(Cl)(Cl)Cl.ClC(Cl)(Cl)Cl.ClC(Cl)(Cl)Cl.ClC(Cl)(Cl)Cl.ClC(Cl)(Cl)Cl.ClC(Cl)(Cl)Cl
Kohn-Sham gap in eV: 7.001
E_tot in hartree: -22893.85928

```
! wB97M-V def2-TZVPD RIJCOSX def2/J DEFGRID3
* xyz 0 1
N 0.3721 2.2198 1.1935
C 0.8491 2.2273 -0.2737
C -0.2650 3.0468 -1.1548
C 0.2555 3.5753 -2.6169
C 0.3423 5.2043 -2.7786
C 1.0483 5.8062 -1.4074
C 2.5740 5.2974 -1.0836
C 3.4379 5.8318 0.2404
N 4.8383 5.3063 0.3800
C 5.4602 5.9364 1.5953
C 4.7496 6.9707 2.6317
S 5.7872 7.6144 4.0974
N 3.3386 7.4542 2.4531
C 2.6835 6.8778 1.2302
C 1.1303 7.3892 0.9058
P 0.3440 8.6655 2.1500
O 0.0093 10.0646 1.4215
C 0.2565 6.8863 -0.4139
C -1.2491 7.4704 -0.6949
C -2.4149 6.3342 -0.8839
C -3.2468 5.9555 0.4775
C -4.4742 7.0325 0.6386
S -6.0098 6.2262 1.4318
O -5.5884 5.0578 2.3783
O -6.6937 7.3637 2.2527
O -7.0009 5.6717 0.1226
H 0.9751 2.8916 1.7566
H -0.6212 2.5339 1.2627
H 1.9182 2.7031 -0.2537
H 0.9317 1.0781 -0.5792
H -0.7225 3.8696 -0.4597
H -1.1478 2.2759 -1.3746
H 1.3631 3.1620 -2.7605
H -0.4235 3.0934 -3.4477
H 1.1202 5.4307 -3.6554
H -0.6745 5.7397 -2.9998
H 3.0900 4.5484 -1.8463
H 6.5945 5.6432 1.8245
H 5.8482 6.5216 5.0204
H 1.3296 9.0165 3.1791
H -0.8608 8.1028 2.7043
H -1.1876 8.0587 -1.7316
H -1.6389 8.2463 0.0896
H -3.2128 6.8004 -1.6395
H -2.0617 5.3298 -1.3690
H -2.5597 5.8404 1.4191
H -3.7535 4.8947 0.2701
H -4.0599 7.9346 1.2667
H -4.8706 7.4724 -0.3934
H -6.3771 5.4802 -0.6480
Cl 2.2440 -0.1402 -2.9231
C 0.8991 -1.3084 -2.8930
Cl 0.6969 -2.0232 -4.5125
Cl 1.2578 -2.5969 -1.7158
Cl -0.6024 -0.4736 -2.4207
Cl 1.4708 -6.1831 -3.3640
C 2.6991 -6.2448 -2.0748
Cl 2.0326 -5.5308 -0.5847
Cl 3.1543 -7.9400 -1.7690
Cl 4.1387 -5.3254 -2.5816
Cl 4.3444 -5.9925 3.0283
C 4.7991 -4.4198 2.3252
Cl 3.7398 -3.1469 2.9823
Cl 6.4935 -4.0532 2.7362
Cl 4.6188 -4.4867 0.5539
Cl -0.4556 -8.8079 3.1667
C -0.0009 -7.2352 2.4636
Cl -1.0602 -5.9622 3.1208
Cl 1.6935 -6.8686 2.8747
Cl -0.1812 -7.3021 0.6924
Cl -5.7926 -5.9794 5.3019
C -4.8009 -7.3638 4.7779
Cl -5.6260 -8.8827 5.2097
Cl -4.5699 -7.2945 3.0126
Cl -3.2151 -7.2985 5.5874
Cl -6.4556 -10.4565 -0.1590
C -6.0009 -8.8838 -0.8621
Cl -7.0602 -7.6108 -0.2049
Cl -4.3065 -8.5172 -0.4510
Cl -6.1812 -8.9507 -2.6334
Cl 6.4344 -10.1748 -5.2759
C 6.2398 -9.5431 -3.6214
Cl 5.5142 -7.9172 -3.6879
Cl 5.1773 -10.6301 -2.6919
Cl 7.8333 -9.4504 -2.8298
Cl 3.8078 1.7015 5.8059
C 3.8398 0.5334 4.4610
Cl 4.6898 -0.9446 4.9781
Cl 2.1709 0.1245 3.9897
Cl 4.6906 1.2520 3.0702
Cl 0.3850 -5.1560 6.3974
C 0.8398 -3.5833 5.6943
Cl -0.2195 -2.3103 6.3514
Cl 2.5342 -3.2167 6.1053
Cl 0.6594 -3.6502 3.9230
Cl -1.6926 -4.8122 -3.8893
C -2.1602 -6.2359 -4.8531
Cl -3.8966 -6.5635 -4.6247
Cl -1.8373 -5.9187 -6.5763
Cl -1.2143 -7.6493 -4.3219
Cl -5.6199 -1.5443 -6.8352
C -4.2602 -2.5459 -7.4031
Cl -4.8862 -3.8989 -8.3789
Cl -3.1658 -1.5526 -8.3981
Cl -3.3690 -3.1880 -6.0002
*
```